[1]
C9H15BN3O2 | ωB97M-V/def2-TZVPD

Values from the calculation:
energy above the lowest of the compared OMol25 structures with the same formula, charge and spin: 0.343 eV
total charge: +1
LUMO level: -0.096 Ha
HOMO: -0.4245 Eh
orbital gap: 8.93 eV

Each line ends with the Löwdin charge.
Element x y z (Å)
B  0.66  1.40  2.25  -0.699
C  2.25  0.53  -0.17  -0.066
C  1.36  0.78  -1.16  -0.030
C  1.99  -0.42  0.93  -0.056
C  -0.01  0.32  -1.06  -0.176
C  -1.94  -0.65  -1.61  -0.390
C  -0.78  0.33  0.04  0.026
C  0.94  -0.14  1.80  -0.137
C  0.58  -1.25  2.90  -0.018
C  -0.22  -0.72  -3.33  0.042
N  -0.79  -0.27  -2.09  0.010
N  -2.01  -0.37  -0.31  0.170
N  -2.96  -1.25  -2.16  0.247
O  -0.55  1.84  2.63  0.147
O  1.76  2.17  2.00  0.165
H  3.33  0.86  -0.25  0.147
H  1.64  1.40  -1.99  0.112
H  2.68  -1.25  1.00  0.122
H  -0.88  0.90  1.01  0.127
H  1.38  -1.97  3.05  0.073
H  -0.13  -1.76  2.32  0.052
H  0.34  -0.85  3.89  0.085
H  0.18  0.16  -3.85  0.118
H  0.64  -1.34  -3.09  0.114
H  -0.94  -1.27  -3.84  0.071
H  -2.90  -0.15  0.14  0.175
H  -3.06  -1.59  -3.03  0.078
H  -3.74  -1.31  -1.52  0.146
H  -0.57  2.77  3.09  0.190
H  1.75  3.10  2.40  0.154

***

[2]
C9H15BrN10O2PdSSbSe4 | ωB97M-V/def2-TZVPD

Values from the calculation:
<S²>: 6.02
energy above the lowest of the compared OMol25 structures with the same formula, charge and spin: 2.613 eV
multiplicity: 5
total charge: +1
LUMO level (alpha / beta): -0.167 / -0.229 Ha
HOMO (alpha / beta): -0.3745 / -0.3747 Eh
orbital gap (alpha / beta): 5.64 / 3.97 eV

Each line ends with the Mulliken spin population.
Element x y z (Å)
Pd  -0.62  0.20  -0.46  0.808
C  0.61  -0.91  4.67  0.006
C  0.14  0.48  4.49  0.003
N  -0.11  1.31  5.44  0.001
N  -0.50  2.45  4.80  0.000
C  -0.51  2.39  3.46  0.000
S  -0.85  3.61  2.41  0.001
N  -0.11  1.08  3.25  0.001
N  0.06  0.44  2.02  0.037
H  0.78  -1.07  5.73  -0.005
H  1.54  -1.07  4.12  0.000
H  -0.13  -1.63  4.32  -0.001
H  -0.72  3.28  5.33  0.000
H  -0.11  -0.55  2.18  -0.005
H  1.03  0.53  1.74  -0.002
N  0.62  -1.79  -0.76  0.044
N  0.84  -2.13  -2.10  -0.006
C  0.22  -1.48  -3.11  0.005
N  0.48  -1.90  -4.34  0.002
N  -0.60  -0.50  -2.74  0.036
N  -1.34  0.19  -3.68  -0.005
O  -1.25  -0.07  -4.89  0.001
O  -2.07  1.04  -3.25  -0.001
H  1.53  -1.64  -0.34  -0.003
H  0.17  -2.57  -0.28  -0.002
H  1.47  -2.88  -2.30  0.001
H  1.12  -2.65  -4.53  0.000
H  0.00  -1.42  -5.09  0.000
Br  -4.33  5.26  -2.49  0.000
C  -3.29  3.93  -1.66  0.003
C  -1.91  4.02  -1.69  0.000
C  -1.18  3.02  -1.08  0.008
N  -1.76  1.98  -0.46  0.066
C  -3.09  1.92  -0.44  0.004
C  -3.90  2.87  -1.02  0.001
H  -1.41  4.84  -2.18  0.000
H  -0.11  3.06  -1.05  0.003
H  -3.53  1.08  0.10  0.002
H  -4.98  2.79  -0.97  0.000
Se  2.99  -4.45  4.02  0.980
Sb  4.27  -3.77  1.98  -0.165
Se  3.39  -1.58  1.36  0.262
Se  3.59  -5.18  0.04  0.928
Se  6.72  -3.73  2.42  0.992

***

[3]
C9H15BrN10O2PdSSbSe4 | ωB97M-V/def2-TZVPD

Values from the calculation:
<S²>: 6.02
energy above the lowest of the compared OMol25 structures with the same formula, charge and spin: 0.223 eV
multiplicity: 5
total charge: +1
LUMO level (alpha / beta): -0.126 / -0.193 Ha
HOMO (alpha / beta): -0.3862 / -0.4034 Eh
orbital gap (alpha / beta): 7.07 / 5.72 eV

Each line ends with the Mulliken spin population.
Element x y z (Å)
Pd  -0.52  -0.18  0.20  1.181
C  2.41  5.39  -1.32  0.000
C  2.69  4.06  -0.73  -0.002
N  3.85  3.51  -0.62  0.005
N  3.59  2.30  -0.04  0.016
C  2.30  2.09  0.22  -0.022
S  1.69  0.68  0.94  0.202
N  1.71  3.23  -0.22  0.007
N  0.35  3.47  -0.12  0.011
H  3.35  5.85  -1.61  0.000
H  1.90  6.04  -0.60  0.000
H  1.77  5.29  -2.20  0.000
H  4.34  1.65  0.15  0.000
H  -0.04  3.65  -1.03  -0.009
H  0.18  4.24  0.52  0.000
N  -0.72  -0.89  2.59  0.058
N  -1.93  -1.53  2.87  -0.006
C  -2.80  -1.86  1.88  0.009
N  -4.00  -2.28  2.26  0.003
N  -2.34  -1.73  0.64  0.033
N  -3.19  -2.03  -0.40  -0.023
O  -4.17  -2.73  -0.24  0.014
O  -2.79  -1.65  -1.48  0.008
H  0.05  -1.39  3.01  -0.001
H  -0.73  0.07  2.91  -0.005
H  -2.28  -1.48  3.81  0.002
H  -4.25  -2.31  3.23  0.001
H  -4.62  -2.63  1.56  -0.001
Br  3.02  -5.88  -1.53  0.000
C  2.06  -4.34  -1.07  -0.004
C  2.26  -3.16  -1.76  0.005
C  1.54  -2.04  -1.38  -0.013
N  0.65  -2.06  -0.39  0.094
C  0.47  -3.20  0.27  -0.011
C  1.15  -4.37  -0.02  0.007
H  2.97  -3.10  -2.58  0.001
H  1.67  -1.10  -1.90  0.004
H  -0.27  -3.19  1.06  0.002
H  0.97  -5.27  0.54  0.001
Se  -4.45  0.68  -2.52  0.988
Sb  -2.46  1.68  -1.42  -0.133
Se  -0.34  0.83  -2.26  0.305
Se  -2.44  1.62  1.00  0.221
Se  -2.61  4.06  -2.24  1.054

***

[4]
C9H15ClNP | ωB97M-V/def2-TZVPD

Values from the calculation:
energy above the lowest of the compared OMol25 structures with the same formula, charge and spin: 2.284 eV
LUMO level: 0.007 Ha
HOMO: -0.3066 Eh
orbital gap: 8.54 eV

Each line ends with the Löwdin charge.
Element x y z (Å)
C  -2.24  1.37  0.43  -0.173
C  -2.81  0.01  0.39  -0.258
C  -1.57  1.87  -0.54  -0.279
C  0.91  1.23  0.97  -0.457
C  -2.73  -0.69  -0.97  -0.098
C  2.74  0.01  -1.49  -0.106
C  1.36  -0.35  -0.96  -0.201
C  1.61  -0.99  1.52  -0.498
C  1.26  0.06  0.52  -0.454
N  -1.28  2.77  -1.35  0.148
P  0.60  2.68  1.66  0.861
Cl  0.09  -1.99  1.91  0.510
H  -2.21  1.82  1.39  0.087
H  -2.33  -0.50  1.29  0.091
H  -1.78  -1.11  -1.24  0.063
H  -3.12  -0.12  -1.74  0.056
H  -3.50  -1.38  -0.88  0.049
H  2.86  1.01  -1.72  0.056
H  3.49  -0.10  -0.84  0.034
H  2.93  -0.48  -2.41  0.073
H  1.24  -1.58  -0.83  0.153
H  0.58  0.03  -1.77  0.143
H  2.40  -1.65  1.12  0.082
H  1.92  -0.46  2.53  0.118
H  -3.92  -0.01  0.52  0.118
H  -0.32  3.04  -1.44  0.039
H  1.90  3.17  1.65  -0.156

***

[5]
C9H15FNO2 | ωB97M-V/def2-TZVPD

Values from the calculation:
energy above the lowest of the compared OMol25 structures with the same formula, charge and spin: 1.086 eV
total charge: -1
LUMO level: 0.126 Ha
HOMO: -0.1198 Eh
orbital gap: 6.70 eV

Each line ends with the Löwdin charge.
Element x y z (Å)
C  -2.73  0.91  -0.20  -0.731
C  -1.16  -2.46  0.31  -0.196
C  0.02  -1.67  0.82  -0.132
C  -1.77  -1.53  -0.72  -0.118
C  -0.53  -0.26  0.77  -0.387
C  0.91  0.97  -1.57  -0.085
C  2.63  0.26  0.32  -0.104
C  1.01  2.16  0.59  -0.122
C  1.25  0.81  -0.05  -0.423
N  -1.55  -0.16  -0.08  0.040
O  -2.50  1.93  0.37  0.013
O  -3.72  0.54  -0.79  -0.013
F  -0.67  0.39  1.93  0.066
H  -0.77  -3.38  -0.06  0.088
H  -1.85  -2.50  1.21  0.139
H  0.40  -1.90  1.79  0.104
H  0.84  -1.64  0.06  0.113
H  -1.05  -1.64  -1.68  0.152
H  -2.76  -1.63  -0.89  0.058
H  1.22  1.94  -1.88  0.047
H  -0.19  1.03  -1.70  0.067
H  1.29  0.10  -2.14  0.066
H  3.26  1.12  0.32  0.046
H  2.71  -0.20  1.38  0.100
H  2.87  -0.49  -0.39  0.039
H  1.70  2.80  0.20  0.025
H  1.20  1.95  1.59  0.040
H  -0.05  2.58  0.49  0.106

***

[6]
C9H15N2O2S | ωB97M-V/def2-TZVPD

Values from the calculation:
energy above the lowest of the compared OMol25 structures with the same formula, charge and spin: 0.581 eV
total charge: +1
LUMO level: -0.100 Ha
HOMO: -0.4547 Eh
orbital gap: 9.65 eV

Each line ends with the Löwdin charge.
Element x y z (Å)
C  2.83  0.32  1.67  -0.158
C  2.04  0.02  2.71  -0.267
C  -0.09  -0.87  -0.82  -0.249
C  2.49  -0.16  0.31  -0.128
C  -1.72  0.30  -2.02  -0.095
C  -0.86  1.18  0.13  -0.081
C  -3.13  0.33  -1.47  -0.093
C  -2.38  1.33  0.64  -0.192
C  1.27  -1.09  0.55  -0.587
N  -0.77  0.21  -0.95  -0.019
N  1.52  -2.49  0.17  0.089
O  0.03  -1.83  -1.60  0.094
O  -3.22  1.38  -0.43  -0.147
S  0.57  -0.95  2.15  0.960
H  3.63  0.89  2.06  0.104
H  1.94  0.20  3.79  0.089
H  2.21  0.73  -0.32  0.150
H  3.16  -0.75  -0.25  0.104
H  -1.75  -0.55  -2.58  0.096
H  -1.58  1.24  -2.65  0.181
H  -0.83  2.18  -0.22  0.111
H  -0.09  0.96  0.96  0.090
H  -3.89  0.66  -2.09  0.116
H  -3.32  -0.64  -0.96  0.149
H  -2.56  0.51  1.34  0.111
H  -2.65  2.38  1.09  0.174
H  2.48  -2.63  -0.24  0.174
H  0.85  -2.43  -0.87  0.088
H  1.08  -3.16  0.79  0.138

***

[7]
C9H15N2O3P | ωB97M-V/def2-TZVPD

Values from the calculation:
energy above the lowest of the compared OMol25 structures with the same formula, charge and spin: 3.166 eV
LUMO level: 0.031 Ha
HOMO: -0.2505 Eh
orbital gap: 7.67 eV

Each line ends with the Löwdin charge.
Element x y z (Å)
C  -0.79  1.15  1.76  -0.284
C  -1.01  0.33  0.74  -0.336
C  0.61  2.46  3.09  -0.169
C  -0.57  1.78  3.91  -0.127
C  -1.82  -0.26  -1.22  -0.117
C  -0.32  -0.10  -1.52  -0.150
C  0.45  -2.62  -1.52  -0.040
C  0.26  -1.13  -3.67  -0.072
C  0.53  -1.24  -2.20  -0.392
N  0.53  1.62  1.95  -0.216
N  0.24  0.16  0.06  -0.153
O  -1.51  1.38  2.90  0.001
O  -1.98  -0.38  0.19  0.027
O  2.33  -0.08  1.19  -0.314
P  1.49  1.14  0.56  0.837
H  0.51  3.61  2.89  0.134
H  1.65  2.36  3.59  0.133
H  -0.14  0.98  4.60  0.142
H  -1.02  2.43  4.52  0.065
H  -2.28  0.70  -1.55  0.148
H  -2.00  -1.14  -1.74  0.094
H  -0.07  0.93  -2.02  0.156
H  0.92  -3.47  -2.04  0.087
H  -0.58  -2.85  -1.26  0.080
H  1.08  -2.62  -0.69  0.042
H  -0.84  -1.38  -3.87  0.105
H  0.80  -1.92  -4.19  0.079
H  0.31  -0.17  -4.12  0.060
H  1.49  -0.89  -1.90  0.106
H  1.73  -0.78  1.54  0.074

***

[8]
C9H15N2ReS4SbSe4Si | ωB97M-V/def2-TZVPD

Values from the calculation:
energy above the lowest of the compared OMol25 structures with the same formula, charge and spin: 0.278 eV
total charge: +1
LUMO level (alpha / beta): -0.193 / -0.197 Ha
HOMO (alpha / beta): -0.3985 / -0.3975 Eh
orbital gap (alpha / beta): 5.61 / 5.45 eV

Each line ends with the Löwdin charge.
Element x y z (Å)
Re  -0.21  0.23  -0.52  0.450
C  -1.29  2.91  -3.08  -0.015
C  -2.14  1.71  -2.82  -0.289
C  -3.35  1.50  -3.49  -0.003
C  -4.07  0.35  -3.24  -0.010
C  -3.62  -0.61  -2.33  0.021
C  -2.45  -0.32  -1.67  -0.407
N  -1.75  0.81  -1.92  -0.066
N  -1.68  -1.02  -0.74  -0.243
Si  -2.04  -2.66  -0.04  0.431
C  -3.89  -2.86  0.07  -0.166
C  -1.30  -3.93  -1.17  -0.165
C  -1.34  -2.67  1.69  -0.197
H  -0.96  2.90  -4.13  0.103
H  -0.41  2.91  -2.44  -0.007
H  -1.85  3.83  -2.93  0.104
H  -3.69  2.23  -4.20  0.127
H  -5.00  0.18  -3.78  0.126
H  -4.17  -1.52  -2.15  0.097
H  -4.35  -3.14  -0.88  0.029
H  -4.40  -1.97  0.46  0.047
H  -4.09  -3.67  0.77  0.047
H  -1.68  -3.80  -2.19  0.041
H  -1.59  -4.93  -0.84  0.047
H  -0.21  -3.88  -1.20  0.000
H  -1.77  -1.86  2.29  0.020
H  -0.26  -2.60  1.72  -0.006
H  -1.62  -3.61  2.17  0.048
S  -0.28  0.66  1.75  0.191
S  -1.09  2.19  0.70  0.061
S  0.24  3.83  0.96  0.101
S  1.40  3.78  -0.71  -0.019
Se  1.06  -0.81  -2.48  0.042
Sb  2.78  1.34  -3.13  0.346
Se  2.09  1.68  -0.47  -0.004
Se  1.54  -1.56  -0.34  0.179
Se  4.93  0.50  -2.99  -0.061